{
  "formula": "C28H38F3IO9S",
  "method": "the ωB97M-V functional and the def2-TZVPD basis",
  "elements": ["C", "C", "C", "I", "C", "C", "C", "C", "C", "C", "C", "O", "C", "C", "O", "O", "S", "O", "O", "O", "C", "C", "C", "C", "F", "C", "F", "F", "C", "C", "C", "C", "C", "C", "C", "C", "H", "H", "H", "H", "H", "H", "H", "H", "H", "H", "H", "H", "H", "H", "H", "H", "H", "H", "H", "H", "H", "H", "H", "H", "H", "H", "H", "H", "H", "H", "H", "H", "H", "H", "C", "C", "O", "C", "O", "O", "H", "H", "H", "H"],
  "positions_angstrom": [[5.576, -0.898, 0.712], [4.117, -0.322, 0.515], [2.925, -1.314, 0.862], [3.683, -2.880, 2.225], [1.570, -0.609, 1.381], [0.404, -1.367, 0.605], [0.074, -2.783, 1.197], [-1.155, -3.487, 0.484], [-2.461, -2.609, 0.445], [-3.108, -2.319, 1.860], [-3.540, -0.788, 1.903], [-3.611, -0.287, 3.265], [-4.857, 0.274, 3.552], [-5.355, 1.524, 2.754], [-5.491, -0.213, 4.449], [1.552, -0.989, 2.795], [2.245, 0.172, 3.774], [3.615, -0.072, 4.176], [1.320, 0.286, 4.878], [2.273, 1.342, 2.624], [1.458, 0.957, 1.470], [0.001, 1.382, 2.012], [-0.058, 2.855, 2.574], [0.039, 2.973, 4.115], [1.302, 3.111, 4.662], [-1.101, 2.976, 4.862], [-2.167, 3.701, 4.376], [-1.176, 2.333, 6.049], [1.729, 1.857, 0.213], [1.617, 1.125, -1.179], [0.233, 1.280, -1.898], [-0.919, 2.007, -1.384], [-2.202, 2.093, -2.106], [-2.346, 1.467, -3.417], [-1.183, 0.770, -3.965], [0.083, 0.649, -3.230], [5.910, -0.866, 1.786], [6.264, -0.171, 0.180], [5.748, -1.889, 0.227], [4.036, -0.088, -0.589], [4.087, 0.660, 1.046], [2.697, -1.884, -0.081], [-0.563, -0.785, 0.639], [0.634, -1.463, -0.496], [0.931, -3.511, 1.115], [-0.212, -2.681, 2.281], [-0.866, -3.716, -0.577], [-1.410, -4.430, 1.047], [-3.215, -3.178, -0.174], [-2.302, -1.638, -0.110], [-4.076, -2.893, 1.929], [-2.411, -2.590, 2.689], [-4.538, -0.662, 1.391], [-2.768, -0.165, 1.366], [-6.396, 1.324, 2.392], [-4.730, 1.677, 1.828], [-5.277, 2.431, 3.402], [-0.325, 0.698, 2.852], [-0.728, 1.195, 1.180], [-1.047, 3.286, 2.248], [0.731, 3.508, 2.116], [2.797, 2.214, 0.298], [1.109, 2.784, 0.155], [1.892, 0.043, -1.171], [2.366, 1.627, -1.861], [-0.878, 2.537, -0.408], [-3.048, 2.643, -1.626], [-3.327, 1.553, -3.933], [-1.302, 0.326, -4.983], [0.906, 0.102, -3.725], [2.020, -1.523, -7.594], [1.320, -0.195, -7.524], [0.369, -0.394, -6.481], [0.837, -1.398, -5.691], [0.368, -1.701, -4.638], [1.910, -2.009, -6.259], [3.065, -1.431, -7.889], [1.522, -2.226, -8.267], [1.991, 0.619, -7.241], [0.823, 0.065, -8.458]],
  "homo_ev": -9.0,
  "smiles": "CC[C@@H](I)[C@@]1(CCCCCCOC(C)=O)OS(=O)(=O)O[C@@]1(CCC(F)=C(F)F)CCc1ccccc1.O=C1OCCO1",
  "orbital_gap_ev": 9.18,
  "spin_multiplicity": 1,
  "de_lowest_kcal_mol": 65.3,
  "energy_ha": -2762.162621
}